This record from the Open Molecules 2025 dataset describes C19H23BBr27Cl2FO4 as an isolated structure in a non-equilibrium geometry. The level of theory is ωB97M-V/def2-TZVPD.

Last column: Mulliken charge in e.
Element x y z (Å)
C 0.82813 2.86756 2.90658  -1.0305
C -0.08366 1.81181 2.93567  -0.9716
C -0.56569 0.99832 1.72658  1.7046
C -0.00880 -0.43574 1.46930  0.7194
Cl -1.31301 -1.61997 1.01030  -0.1603
C 0.81104 -1.10668 2.59951  0.2245
C 2.22696 -0.52709 2.79812  -0.3207
Cl -0.10490 -1.26276 4.16413  -0.0972
C -0.18610 1.81918 0.43406  -0.8080
O -1.29354 1.56201 -0.48255  -0.3290
C -2.48142 1.23947 0.13892  -0.1490
O -3.45456 0.99685 -0.38558  -0.4834
C -2.10271 1.26680 1.64626  0.4995
F -2.16604 2.68720 1.91678  -0.4422
B -3.10782 0.69990 2.76210  0.9565
O -2.77266 0.44680 4.08081  -0.3232
O -4.42170 0.49754 2.37060  -0.6283
C -4.81563 -0.87910 2.50072  -0.1272
H 0.57101 3.90977 2.67526  0.2973
H 1.87488 2.67993 3.20039  0.2227
H -0.46233 1.50860 3.92755  0.4114
H 0.66555 -0.40595 0.60126  -0.2846
H 0.96157 -2.14904 2.28141  0.0008
H 2.27816 0.56437 2.76816  -0.1567
H 2.69715 -0.94455 3.69895  0.4150
H 2.82379 -0.88755 1.93646  -0.0370
H 0.78082 1.60075 -0.05346  -0.5212
H -0.19702 2.93305 0.51264  0.6964
H -2.79086 -0.50284 4.23449  0.2025
H -5.63139 -1.04124 1.78323  -0.2580
H -4.01068 -1.59107 2.25821  0.2049
H -5.20890 -1.00873 3.52540  0.2933
C -0.63283 5.84691 -1.43016  -0.3539
Br -0.79999 6.93980 0.15519  -0.0593
Br -1.14470 4.01434 -1.09255  0.1492
Br -1.59811 6.60088 -2.92462  -0.0519
H 0.41434 5.84066 -1.70112  0.3598
C 0.42534 -3.07778 -2.81161  -0.4678
Br 1.51555 -3.23328 -4.39637  -0.0148
Br 0.76074 -4.51779 -1.56853  -0.0452
Br 0.63495 -1.35143 -1.98205  0.2256
H -0.60733 -3.15962 -3.12227  0.4401
C -8.94758 -2.19692 2.30860  -0.3056
Br -7.86145 -2.37551 0.72311  -0.0297
Br -8.63716 -3.64007 3.55298  -0.0090
Br -8.71547 -0.47113 3.14047  -0.0037
H -9.98022 -2.26339 1.99564  0.3304
C 0.17159 -0.35276 8.29633  -0.3452
Br 1.63554 -0.11270 7.05956  -0.0095
Br 0.18063 0.98985 9.68238  -0.0275
Br -1.53458 -0.43251 7.39168  -0.0166
H 0.31896 -1.30848 8.77954  0.3827
C 1.90372 1.15182 -5.43879  -0.2759
Br 1.06697 1.51170 -3.73904  0.0819
Br 0.59806 0.90819 -6.83958  0.0489
Br 3.20530 2.50344 -5.89878  -0.0455
H 2.43988 0.21715 -5.33659  0.2064
C 4.58820 1.05378 -0.63309  -0.4580
Br 2.75452 1.61119 -0.35408  0.2008
Br 4.75731 -0.87131 -0.68136  0.0735
Br 5.34669 1.87683 -2.20833  -0.0513
H 5.15848 1.40367 0.21697  0.4178
C 4.32353 -4.49929 1.70657  -0.4312
Br 2.48912 -4.14957 2.18410  0.0596
Br 4.70250 -3.97080 -0.11070  0.0207
Br 5.55622 -3.69479 2.95413  -0.0164
H 4.46678 -5.56971 1.76135  0.3741
C -1.03262 3.21841 -9.74806  -0.3073
Br -1.20368 4.32441 -8.17651  0.0177
Br -1.53824 1.38906 -9.39198  -0.0562
Br -2.00359 3.94685 -11.24836  -0.0480
H 0.01410 3.21094 -10.01962  0.3539
C 5.55916 -4.49869 -5.82565  -0.3548
Br 6.83336 -5.79733 -6.46758  -0.0332
Br 3.89112 -4.59632 -6.79401  -0.0433
Br 5.28689 -4.64334 -3.91892  0.0344
H 5.97947 -3.52051 -6.01409  0.3628

For the LUMO energy, the calculation gives -0.74 eV. For the total energy, the calculation gives -1947845.26797 eV. As for the net charge: 0. For the HOMO energy, the calculation gives -7.7 eV. The orbital gap comes out at 6.96 eV.